[1]
{
  "formula": "C10H37BO11",
  "method": "wB97M-V/def2-TZVPD",
  "total_charge": 0,
  "symbols": ["O", "O", "O", "O", "O", "O", "O", "O", "O", "O", "O", "C", "C", "C", "C", "C", "C", "C", "C", "C", "C", "B", "H", "H", "H", "H", "H", "H", "H", "H", "H", "H", "H", "H", "H", "H", "H", "H", "H", "H", "H", "H", "H", "H", "H", "H", "H", "H", "H", "H", "H", "H", "H", "H", "H", "H", "H", "H", "H"],
  "xyz": [[-4.4480, -1.5442, -4.9806], [6.1579, -2.0470, 1.3780], [3.6075, -1.3163, 2.0584], [2.4693, 4.9933, 1.1845], [1.0486, 7.4706, 0.7420], [-2.7468, -2.9036, -3.0115], [-2.2907, 2.3804, 4.4336], [-5.0945, -3.3574, 5.5640], [-3.4791, -2.6381, 3.1445], [1.2902, 0.8937, -4.0894], [3.8161, 1.1382, -2.5150], [3.8490, -2.6243, 1.4485], [2.8064, 5.8400, 0.1000], [1.6602, 6.7510, -0.2871], [5.2179, -3.0176, 1.7992], [-3.8796, -3.9839, 3.5466], [2.5165, 1.3638, -4.5802], [3.7792, 0.7520, -3.8558], [-4.1399, -3.0419, -2.9965], [-5.2381, -4.0779, 4.3577], [-4.6338, -2.8840, -4.4239], [-0.0955, 1.0766, 0.4282], [2.9568, 5.2001, -0.7695], [-2.0965, 3.2906, 4.1980], [-2.5997, -2.6152, 2.7601], [-2.1498, 1.8628, 3.6374], [0.1544, 0.0961, 0.0534], [-4.6770, -2.4679, -2.2414], [-4.7219, -2.4835, 5.4257], [-3.9007, -4.6267, 2.6666], [3.0155, 0.9708, -2.0123], [0.1000, 1.7450, -0.3960], [2.0161, 7.4984, -0.9962], [2.5267, 2.4469, -4.7017], [3.7224, 6.4303, 0.1238], [-1.1226, 1.1392, 0.7527], [0.9238, 6.1052, -0.7653], [5.2042, -2.9678, 2.8880], [-2.5474, -2.0481, -2.6243], [-4.4682, -4.0367, -2.6953], [5.5576, -4.0072, 1.4933], [3.7379, -0.3235, -4.0281], [-5.4882, -5.1115, 4.5973], [-5.7105, -3.0528, -4.4360], [3.6717, -2.7418, 0.3794], [-3.6083, -1.5433, -5.4458], [1.7906, 7.9394, 1.1309], [1.0050, 0.9202, -3.1731], [2.4798, 1.1496, -5.6483], [-3.0134, -4.3505, 4.0975], [5.7336, -1.1865, 1.4097], [3.0686, -3.3173, 1.7628], [0.4181, 1.3606, 1.3337], [2.8149, -0.9712, 1.6410], [4.6386, 1.2937, -4.2509], [-3.1425, 2.2257, 4.8484], [-6.0206, -3.6220, 3.7511], [1.9186, 4.2606, 0.8991], [-4.3602, -3.6850, -5.1106]],
  "nbo_charge": [-0.727, -0.723, -0.740, -0.728, -0.702, -0.717, -0.748, -0.726, -0.766, -0.757, -0.726, -0.107, -0.098, -0.088, -0.089, -0.090, -0.081, -0.082, -0.096, -0.075, -0.096, -0.842, 0.175, 0.577, 0.487, 0.589, -0.023, 0.175, 0.470, 0.168, 0.476, -0.026, 0.153, 0.156, 0.170, -0.054, 0.172, 0.156, 0.482, 0.163, 0.188, 0.165, 0.196, 0.168, 0.173, 0.472, 0.456, 0.496, 0.173, 0.169, 0.482, 0.168, -0.046, 0.492, 0.181, 0.573, 0.167, 0.490, 0.176]
}

***

[2]
{
  "formula": "C10H37N18O12",
  "method": "wB97M-V/def2-TZVPD",
  "total_charge": -1,
  "symbols": ["O", "O", "O", "O", "O", "O", "O", "O", "O", "O", "O", "O", "N", "N", "N", "N", "N", "N", "N", "N", "N", "N", "N", "N", "N", "N", "N", "N", "N", "N", "C", "C", "C", "C", "C", "C", "C", "C", "C", "C", "H", "H", "H", "H", "H", "H", "H", "H", "H", "H", "H", "H", "H", "H", "H", "H", "H", "H", "H", "H", "H", "H", "H", "H", "H", "H", "H", "H", "H", "H", "H", "H", "H", "H", "H", "H", "H"],
  "xyz": [[2.9093, 2.3024, 2.7662], [1.0275, 0.8035, -0.4989], [-1.0773, 5.2662, 0.3466], [-2.7849, -4.6404, 0.4306], [-0.2193, -3.3396, -4.3278], [-3.7437, -0.0193, 2.5146], [-5.9772, 0.1510, -2.0188], [3.4242, -0.5735, -3.1611], [-1.1108, 0.6122, -0.1776], [0.1482, -1.1762, -0.0146], [4.3818, 3.3994, -1.7829], [3.3535, -2.0860, 2.1190], [-4.4077, -3.1317, -0.1310], [-2.8917, 1.1108, 4.2671], [1.4632, -0.9108, 2.6010], [-1.7257, 0.9186, 2.5692], [2.4515, -2.0904, -1.9734], [4.8426, 1.3175, 2.3202], [-1.7511, -2.5360, -2.9442], [4.1864, -2.5917, -3.0579], [-2.6460, -2.4653, 0.7515], [-0.2026, -3.8516, -2.1236], [-0.2243, 3.2550, 0.9576], [2.5662, -1.6577, 4.2266], [-5.3973, -0.0323, -0.0297], [2.4630, 2.5411, -2.5206], [-3.7892, 0.5271, -1.4077], [-1.5947, 3.3732, -0.6715], [2.6163, 4.6218, -2.1614], [3.4417, 1.7222, 0.7230], [-0.0090, 0.1372, -0.3144], [-1.0236, 4.0755, 0.2452], [-5.0923, 0.2484, -1.1950], [2.5363, -1.5576, 2.8893], [-3.2779, -3.4867, 0.3784], [3.2532, 3.5123, -2.1051], [3.7081, 1.7982, 2.0043], [-0.6730, -3.2530, -3.2245], [3.3913, -1.6878, -2.7689], [-2.8896, 0.6454, 3.0827], [-3.7721, 0.9375, 4.7307], [-2.1311, 1.6184, 4.6960], [5.1621, 1.3501, 3.2777], [3.8423, -3.5106, -2.8187], [1.0727, -1.1862, -0.2732], [2.5938, 2.0308, 0.2692], [2.2868, -3.0775, -1.8368], [-1.5179, 0.6963, 1.6061], [4.1517, 1.4008, 0.0805], [1.2845, -0.9515, 1.6077], [1.7370, 4.5323, -2.6503], [-1.6397, -2.5006, 0.8306], [2.8738, 1.6329, -2.6836], [-6.3201, -0.4234, 0.0955], [5.0451, -2.3641, -3.5386], [-4.4318, -2.2080, -0.5388], [-1.5361, 2.3703, -0.5671], [-3.4701, 0.7905, -2.3290], [-2.0629, -2.5824, -1.9847], [-4.9994, -3.8489, -0.5255], [-2.2473, 3.9096, -1.2252], [-3.0052, -1.5215, 0.7339], [5.2720, 0.6395, 1.7069], [1.5848, 2.4512, -2.0298], [-0.3974, -3.7023, -1.1439], [3.1107, -2.3879, 4.6631], [1.9985, -1.2182, -1.7406], [-2.0969, -1.8668, -3.6171], [0.5076, -4.5526, -2.2794], [-4.8517, 0.0464, 0.8166], [0.1180, 2.4878, 0.3970], [-3.1090, 0.7247, -0.6878], [-0.9847, 1.3699, 3.0862], [3.1684, 5.4674, -2.1485], [1.8546, -1.1254, 4.7066], [0.8092, -0.4357, 3.2065], [0.4444, 3.7557, 1.5253]],
  "lowdin_charge": [-0.003, -0.014, 0.037, -0.024, 0.045, 0.017, 0.013, 0.079, -0.035, 0.054, 0.063, 0.000, 0.181, 0.169, 0.190, 0.186, 0.189, 0.176, 0.178, 0.193, 0.191, 0.153, 0.164, 0.138, 0.172, 0.161, 0.186, 0.173, 0.169, 0.189, -0.807, -0.791, -0.826, -0.741, -0.804, -0.847, -0.817, -0.768, -0.876, -0.769, 0.125, 0.125, 0.120, 0.123, 0.061, 0.074, 0.106, 0.062, 0.107, 0.081, 0.115, 0.105, 0.076, 0.137, 0.137, 0.086, 0.055, 0.109, 0.081, 0.123, 0.121, 0.083, 0.118, 0.081, 0.093, 0.107, 0.097, 0.117, 0.102, 0.075, 0.051, 0.058, 0.108, 0.121, 0.096, 0.113, 0.107]
}

***

[3]
{
  "formula": "C10H40AlN20O14P",
  "method": "wB97M-V/def2-TZVPD",
  "total_charge": 0,
  "symbols": ["P", "Al", "O", "O", "O", "O", "O", "O", "O", "O", "O", "O", "O", "O", "O", "O", "N", "N", "N", "N", "N", "N", "N", "N", "N", "N", "N", "N", "N", "N", "N", "N", "N", "N", "N", "N", "C", "C", "C", "C", "C", "C", "C", "C", "C", "C", "H", "H", "H", "H", "H", "H", "H", "H", "H", "H", "H", "H", "H", "H", "H", "H", "H", "H", "H", "H", "H", "H", "H", "H", "H", "H", "H", "H", "H", "H", "H", "H", "H", "H", "H", "H", "H", "H", "H", "H"],
  "xyz": [[0.2061, 0.1671, -0.0948], [2.8819, 1.0522, -1.5026], [-1.2646, -3.8144, 3.5932], [-1.1553, -4.7338, -1.9577], [-1.0122, -0.2980, 0.6873], [-2.3522, 2.9727, 4.1563], [2.5832, 2.3262, 4.6536], [-5.7573, 0.9910, -0.2508], [2.5545, 3.7426, -0.9185], [3.0507, -2.1002, -2.0939], [-3.3702, -1.7893, -4.5645], [0.8066, 1.5877, 0.2252], [4.8363, -0.6637, 0.1641], [1.5417, -0.5694, 0.1874], [1.7659, 2.5185, -3.2230], [-0.0137, 0.0807, -1.5953], [3.4553, -1.8496, 1.5081], [1.3265, -3.0154, -0.8826], [-2.2151, -2.0862, 2.4544], [5.7252, -2.1568, 1.6031], [-2.3139, -4.6196, 0.0387], [-0.0134, -2.0801, 2.6517], [-1.7144, 1.0365, 3.1133], [0.7642, 4.2519, 0.4198], [-4.5640, -0.9616, -0.3754], [0.1382, 4.0295, -3.9687], [-3.5145, 0.9893, 0.1142], [2.1831, -4.1047, -2.6675], [-2.4413, -0.0637, -3.3231], [1.6199, 2.6686, 2.6040], [-1.5224, -2.7311, -1.0637], [-1.6607, 3.0062, 1.9898], [-1.1838, -1.7787, -3.7373], [1.8403, 5.8532, -0.7989], [2.2750, 0.6124, 3.2040], [-0.2854, 2.4878, -2.3521], [-1.8949, 2.3793, 3.2020], [1.7844, 4.5572, -0.4059], [-1.1498, -2.7552, 3.0025], [-2.4648, -1.2949, -3.9338], [-4.7065, 0.3780, -0.1669], [2.2401, -3.0129, -1.8555], [0.6220, 3.0184, -3.2140], [-1.6766, -4.0732, -1.0545], [2.2433, 1.9059, 3.5636], [4.6635, -1.5042, 1.0664], [-3.6299, -1.3267, -0.3849], [-2.6853, 0.4366, 0.3165], [-1.7050, 0.4822, 3.9534], [3.0973, -4.2294, -3.0761], [-0.6945, 4.4652, -3.6177], [-1.4136, 0.5064, 2.3022], [1.0640, 2.1328, 1.9269], [-2.6829, -3.8526, 0.5819], [-1.5653, -0.0726, -2.8181], [-1.7142, 4.0083, 1.9931], [1.3178, 6.5843, -0.3517], [0.8634, -2.4959, 2.9040], [0.6710, -3.7758, -0.8323], [-1.1863, 2.9356, -2.2906], [1.2160, -2.1415, -0.3864], [-0.1823, -1.3377, 1.9726], [2.3795, -0.1599, 3.8322], [-1.1360, 2.5155, 1.2860], [0.1383, 4.9697, 0.7341], [-0.6447, -1.3368, -3.0194], [-5.3713, -1.4223, -0.7532], [2.6148, 6.1099, -1.3846], [0.6085, 4.4523, -4.7473], [-3.3582, 1.9294, 0.4337], [1.7248, 3.6631, 2.5345], [-1.8171, -5.4243, 0.3792], [2.7210, -1.3479, 1.0097], [0.5899, 3.2918, 0.6673], [-3.1178, -2.1946, 2.8780], [-3.0928, 0.6880, -3.4225], [1.9734, 0.3803, 2.2733], [-0.9046, -2.5857, -1.8519], [1.5917, -4.9105, -2.5539], [-1.3433, -2.1722, -0.2385], [-0.1721, 1.5165, -2.0412], [-1.8920, -1.3916, 1.7892], [-0.8843, -2.5491, -4.3075], [3.4825, -2.5011, 2.2698], [6.6278, -1.8092, 1.3296], [5.6512, -2.5866, 2.5084]],
  "lowdin_charge": [0.095, 1.431, 0.030, 0.006, -0.382, 0.046, 0.046, 0.019, -0.039, -0.002, 0.050, -0.346, -0.030, -0.347, -0.053, -0.320, 0.184, 0.200, 0.145, 0.169, 0.177, 0.161, 0.174, 0.167, 0.166, 0.197, 0.153, 0.175, 0.153, 0.163, 0.155, 0.142, 0.121, 0.171, 0.176, 0.192, -0.669, -0.640, -0.680, -0.657, -0.687, -0.640, -0.592, -0.671, -0.669, -0.655, 0.055, 0.027, 0.109, 0.109, 0.110, 0.025, 0.031, 0.072, 0.029, 0.095, 0.105, 0.092, 0.088, 0.117, 0.034, 0.029, 0.103, 0.041, 0.109, 0.037, 0.109, 0.113, 0.119, 0.075, 0.096, 0.110, 0.029, 0.015, 0.118, 0.103, 0.044, 0.050, 0.103, 0.056, -0.005, 0.021, 0.115, 0.113, 0.111, 0.104]
}

***

Quick rundown of ΔE to the lowest compared entry with this formula, charge and spin, same order as above: 156.8, 97.7, 29.2 kcal per mole
Quick rundown of electronic energy, same order as above: -34157.4251, -62370.5105, -85379.4151 eV